Record 1
{
  "formula": "C52H42FN6O4PW",
  "method": "ωB97M-V with the def2-TZVPD basis set",
  "elements": ["W", "C", "C", "C", "C", "C", "N", "C", "C", "C", "C", "C", "C", "C", "N", "C", "C", "C", "N", "C", "C", "N", "C", "C", "C", "N", "H", "H", "H", "H", "H", "H", "H", "H", "H", "H", "H", "H", "H", "H", "H", "H", "H", "H", "C", "C", "C", "C", "C", "C", "P", "C", "C", "C", "C", "C", "C", "C", "C", "C", "C", "C", "C", "H", "H", "H", "H", "H", "H", "H", "H", "H", "H", "H", "H", "H", "H", "F", "C", "C", "C", "C", "C", "C", "C", "H", "H", "H", "H", "H", "H", "O", "C", "O", "C", "C", "C", "C", "C", "C", "N", "O", "O", "H", "H", "H", "H"],
  "xyz": [[-0.21, -0.22, -0.47], [-4.98, 3.26, 3.35], [-4.34, 2.43, 2.28], [-4.85, 1.19, 1.90], [-4.22, 0.39, 0.97], [-3.03, 0.79, 0.33], [-2.32, -0.01, -0.53], [-2.94, -1.24, -0.90], [-3.63, -1.40, -2.09], [-4.11, -2.65, -2.46], [-3.91, -3.77, -1.66], [-4.34, -5.14, -2.11], [-3.23, -3.60, -0.46], [-2.78, -2.36, -0.08], [-2.18, -2.18, 1.20], [-2.57, -2.79, 2.34], [-1.78, -2.31, 3.35], [-0.93, -1.39, 2.73], [-1.17, -1.32, 1.43], [-2.57, 2.08, 0.66], [-3.19, 2.86, 1.63], [-1.49, 2.67, -0.06], [-1.37, 3.97, -0.39], [-0.16, 4.14, -1.02], [0.41, 2.87, -1.04], [-0.40, 1.98, -0.45], [-6.07, 3.17, 3.32], [-4.73, 4.32, 3.24], [-4.66, 2.95, 4.34], [-5.76, 0.83, 2.36], [-4.64, -0.57, 0.71], [-3.77, -0.55, -2.73], [-4.64, -2.76, -3.40], [-5.12, -5.08, -2.87], [-4.72, -5.73, -1.28], [-3.49, -5.68, -2.54], [-3.04, -4.46, 0.18], [-3.39, -3.48, 2.34], [-1.82, -2.57, 4.39], [-0.15, -0.80, 3.17], [-2.75, 3.82, 1.86], [-2.17, 4.66, -0.17], [0.25, 5.05, -1.42], [1.35, 2.54, -1.45], [1.30, 5.00, 2.77], [2.45, 4.52, 2.15], [2.53, 3.19, 1.78], [1.47, 2.32, 2.02], [0.32, 2.81, 2.63], [0.23, 4.14, 3.01], [1.50, 0.56, 1.57], [2.34, -0.20, 3.00], [2.70, 0.51, 4.14], [3.32, -0.14, 5.20], [3.60, -1.50, 5.12], [3.24, -2.21, 3.99], [2.60, -1.57, 2.94], [2.64, 0.40, 0.18], [4.03, 0.41, 0.24], [4.75, 0.25, -0.93], [4.06, 0.08, -2.13], [2.67, 0.03, -2.16], [1.91, 0.18, -1.00], [1.24, 6.04, 3.06], [3.28, 5.18, 1.96], [3.43, 2.82, 1.29], [-0.53, 2.15, 2.79], [-0.67, 4.51, 3.48], [2.50, 1.57, 4.21], [3.60, 0.42, 6.08], [4.09, -2.00, 5.94], [3.46, -3.27, 3.91], [2.32, -2.13, 2.06], [4.53, 0.51, 1.19], [5.83, 0.25, -0.92], [4.62, -0.05, -3.05], [2.20, -0.16, -3.11], [-1.38, 4.71, -5.18], [-1.17, 3.51, -4.59], [0.02, 2.85, -4.81], [0.23, 1.62, -4.19], [-0.72, 1.05, -3.35], [-0.48, -0.26, -2.64], [-1.92, 1.75, -3.18], [-2.15, 2.97, -3.79], [0.77, 3.29, -5.46], [1.16, 1.11, -4.38], [-1.33, -0.91, -2.82], [0.36, -0.77, -3.11], [-2.68, 1.34, -2.53], [-3.08, 3.50, -3.65], [-0.39, -3.32, -2.33], [0.50, -2.94, -1.60], [0.34, -2.19, -0.54], [1.94, -3.30, -1.87], [2.29, -3.86, -3.10], [3.62, -4.14, -3.40], [4.61, -3.88, -2.46], [4.24, -3.35, -1.23], [2.93, -3.05, -0.93], [5.27, -3.07, -0.23], [4.92, -2.89, 0.91], [6.42, -3.01, -0.61], [1.50, -4.05, -3.82], [3.89, -4.56, -4.35], [5.65, -4.07, -2.66], [2.67, -2.61, 0.02]],
  "lowdin_spin": [1.6299, 0.0001, 0.0009, 0.0003, 0.0007, 0.0089, 0.0335, 0.0099, 0.0082, 0.0002, 0.0068, 0.0012, -0.0012, 0.0079, 0.0029, 0.0070, 0.0006, 0.0086, 0.0095, 0.0045, 0.0003, 0.0098, 0.0180, 0.0038, 0.0187, 0.0165, 0.0000, 0.0000, 0.0000, 0.0000, 0.0001, 0.0008, -0.0002, 0.0000, 0.0002, 0.0004, -0.0002, 0.0007, -0.0001, 0.0010, 0.0000, 0.0013, 0.0000, 0.0004, -0.0004, 0.0000, -0.0005, 0.0001, 0.0006, 0.0003, 0.0260, 0.0052, 0.0016, 0.0001, 0.0013, -0.0001, 0.0017, 0.0068, 0.0002, 0.0075, 0.0012, 0.0075, 0.0000, 0.0000, 0.0000, -0.0001, 0.0006, 0.0000, 0.0001, 0.0000, 0.0001, 0.0000, 0.0001, -0.0004, 0.0004, 0.0000, 0.0004, -0.0006, -0.0022, 0.0006, -0.0014, 0.0074, 0.0061, -0.0013, 0.0007, 0.0001, 0.0000, 0.0062, 0.0040, 0.0000, 0.0001, 0.0051, 0.0104, 0.0901, 0.0004, 0.0006, 0.0000, 0.0005, 0.0000, 0.0004, 0.0001, 0.0000, 0.0000, 0.0001, 0.0000, 0.0000, -0.0001],
  "lumo_ha": [-0.005, -0.005],
  "max_force_ha_per_bohr": 0.022,
  "s_squared": 2.013,
  "multiplicity": 3
}



Record 2
{
  "formula": "C52H43N4O3P4Zr",
  "method": "ωB97M-V with the def2-TZVPD basis set",
  "elements": ["Zr", "O", "P", "C", "P", "O", "C", "C", "C", "C", "C", "C", "C", "C", "C", "C", "C", "C", "C", "C", "C", "C", "C", "C", "C", "C", "C", "C", "C", "C", "H", "H", "H", "H", "H", "H", "H", "H", "H", "H", "H", "H", "H", "H", "H", "H", "H", "H", "H", "H", "H", "H", "N", "P", "C", "C", "C", "C", "C", "C", "C", "C", "C", "C", "C", "C", "P", "C", "C", "C", "C", "C", "C", "C", "C", "C", "C", "C", "C", "H", "H", "H", "H", "H", "H", "H", "H", "H", "H", "H", "H", "H", "H", "H", "H", "H", "H", "H", "H", "H", "O", "N", "C", "C", "N", "C", "N"],
  "xyz": [[0.19, 0.36, -0.32], [-1.13, 0.28, 1.25], [-0.98, 0.09, 2.79], [0.73, 0.55, 3.22], [2.08, -0.33, 2.37], [1.63, -0.51, 0.88], [2.29, -1.94, 3.08], [2.78, -2.96, 2.26], [3.00, -4.22, 2.79], [2.73, -4.46, 4.13], [2.25, -3.45, 4.95], [2.03, -2.18, 4.43], [3.53, 0.66, 2.44], [3.98, 1.13, 3.68], [5.15, 1.86, 3.75], [5.88, 2.11, 2.59], [5.45, 1.63, 1.36], [4.27, 0.91, 1.28], [-1.28, -1.60, 3.23], [-1.96, -1.90, 4.41], [-2.13, -3.22, 4.79], [-1.62, -4.24, 3.99], [-0.95, -3.94, 2.81], [-0.78, -2.63, 2.43], [-2.04, 1.23, 3.62], [-3.14, 1.75, 2.93], [-4.00, 2.62, 3.57], [-3.77, 2.97, 4.90], [-2.69, 2.46, 5.59], [-1.82, 1.58, 4.96], [0.85, 0.45, 4.30], [0.84, 1.62, 3.00], [3.01, -2.77, 1.21], [3.40, -5.01, 2.16], [2.91, -5.45, 4.54], [2.06, -3.64, 5.99], [1.67, -1.40, 5.08], [3.42, 0.93, 4.59], [5.50, 2.23, 4.70], [6.80, 2.68, 2.65], [6.03, 1.82, 0.47], [3.94, 0.52, 0.32], [-2.38, -1.11, 5.02], [-2.66, -3.46, 5.70], [-1.75, -5.27, 4.29], [-0.56, -4.74, 2.19], [-0.24, -2.41, 1.51], [-3.32, 1.48, 1.90], [-4.85, 3.03, 3.04], [-4.45, 3.65, 5.40], [-2.52, 2.73, 6.62], [-0.97, 1.19, 5.51], [-0.54, 0.13, -3.50], [0.87, -0.55, -2.86], [2.22, -0.07, -3.92], [2.32, 1.26, -4.34], [3.39, 1.64, -5.14], [4.34, 0.71, -5.52], [4.25, -0.61, -5.09], [3.18, -1.01, -4.29], [0.71, -2.34, -2.79], [1.08, -2.97, -1.60], [0.87, -4.34, -1.45], [0.30, -5.06, -2.48], [-0.07, -4.43, -3.67], [0.14, -3.07, -3.83], [-1.75, 0.10, -2.31], [-2.71, -1.41, -2.39], [-3.48, -1.71, -3.51], [-4.16, -2.91, -3.58], [-4.07, -3.82, -2.53], [-3.30, -3.53, -1.41], [-2.62, -2.32, -1.34], [-2.80, 1.51, -2.59], [-4.16, 1.45, -2.25], [-4.96, 2.57, -2.42], [-4.41, 3.74, -2.92], [-3.07, 3.81, -3.25], [-2.26, 2.70, -3.09], [-0.75, 0.11, -4.50], [1.57, 1.99, -4.05], [3.46, 2.67, -5.48], [5.17, 1.01, -6.15], [4.99, -1.33, -5.40], [3.10, -2.04, -3.98], [1.56, -2.41, -0.80], [1.18, -4.84, -0.54], [0.13, -6.13, -2.37], [-0.51, -5.01, -4.47], [-0.14, -2.59, -4.76], [-3.57, -1.00, -4.33], [-4.76, -3.15, -4.45], [-4.60, -4.76, -2.59], [-3.24, -4.23, -0.59], [-2.03, -2.10, -0.46], [-4.59, 0.52, -1.88], [-6.01, 2.51, -2.17], [-5.04, 4.61, -3.05], [-2.65, 4.73, -3.65], [-1.21, 2.75, -3.35], [0.20, 2.26, -1.00], [1.00, 2.46, 0.08], [1.43, 3.65, 0.28], [2.22, 3.88, 1.46], [2.84, 4.04, 2.41], [1.11, 4.72, -0.61], [0.84, 5.56, -1.35]],
  "lowdin_charge": [1.6319, -0.4997, 0.8553, -0.2695, 0.8420, -0.5330, -0.3023, -0.0679, -0.0425, -0.0284, -0.0378, -0.0673, -0.3163, -0.0728, -0.0419, -0.0281, -0.0465, -0.0788, -0.2844, -0.0426, -0.0310, -0.0262, -0.0494, -0.0965, -0.3085, -0.0542, -0.0372, -0.0220, -0.0361, -0.0780, 0.0756, 0.0825, 0.1064, 0.1210, 0.1254, 0.1244, 0.1073, 0.1153, 0.1257, 0.1267, 0.1208, 0.1023, 0.1108, 0.1257, 0.1258, 0.1169, 0.0847, 0.1078, 0.1225, 0.1270, 0.1249, 0.1118, -0.3362, 0.8771, -0.3663, -0.0926, -0.0498, -0.0343, -0.0451, -0.0729, -0.3963, -0.1231, -0.0610, -0.0378, -0.0353, -0.0675, 0.8903, -0.3851, -0.0742, -0.0404, -0.0370, -0.0560, -0.1064, -0.3637, -0.0812, -0.0500, -0.0376, -0.0472, -0.0956, 0.1040, 0.0984, 0.1203, 0.1237, 0.1215, 0.1083, 0.0626, 0.1078, 0.1223, 0.1242, 0.1208, 0.1211, 0.1226, 0.1222, 0.1141, 0.0740, 0.1091, 0.1194, 0.1224, 0.1203, 0.0914, -0.3209, -0.0700, -0.2307, -0.1154, 0.2608, -0.1100, 0.2589],
  "total_charge": 3,
  "lumo_ha": -0.325,
  "max_force_ha_per_bohr": 0.012,
  "multiplicity": 1
}



Number 1: electronic energy -3144.51931 hartree. Number 2: electronic energy -3863.89832 hartree.